# C6H10FN

A cluster of 2 separate species, C6H10FN in total in a non-equilibrium geometry (wB97M-V/def2-TZVPD, the OMol25 dataset).

Bonds (Å) are listed after each position.
CARTESIAN COORDINATES (ANGSTROEM)
1 C 1.3904 2.7403 1.5876  N7 1.149
2 C -1.2095 -0.9579 -0.4804  C6 1.565, H9 1.193, H10 1.033, H11 1.102
3 C 1.1352 -0.4431 0.3561  C6 1.583, H12 1.081, H13 1.035, H14 1.058
4 C -0.2295 1.5407 -0.5323  C6 1.586, H15 1.120, H16 1.072, H17 1.163
5 C -0.7312 0.4024 1.5612  C6 1.440, F8 1.339, H18 1.159
6 C -0.3288 0.1394 0.2041  C2 1.565, C3 1.583, C4 1.586, C5 1.440
7 N 2.1125 3.6301 1.4985  C1 1.149
8 F -1.7054 1.2254 1.9682  C5 1.339
9 H -2.1999 -0.4409 -0.8990  C2 1.193
10 H -0.7369 -1.5364 -1.1946  C2 1.033
11 H -1.4973 -1.6399 0.3361  C2 1.102
12 H 1.5403 -0.8596 -0.5557  C3 1.081
13 H 1.8500 0.2587 0.6182  C3 1.035
14 H 0.9156 -1.1059 1.1516  C3 1.058
15 H -1.1706 2.1454 -0.4802  C4 1.120
16 H 0.0035 1.4123 -1.5711  C4 1.072
17 H 0.5313 2.1971 0.0526  C4 1.163
18 H -0.0836 0.1335 2.4841  C5 1.159

Computed properties:
**Multiplicity**: 1
**LUMO level (spin up / spin down)**: -2.6256 / -3.0333 eV
**HOMO level (spin up / spin down)**: -9.147 / -8.800 eV